No. 1
{"formula": "C27H26F3N5O8PS", "method": "ωB97M-V/def2-TZVPD", "symbols": ["F", "C", "F", "F", "C", "C", "N", "P", "S", "H", "H", "H", "H", "H", "H", "C", "C", "C", "C", "C", "C", "N", "O", "O", "H", "H", "H", "H", "H", "C", "C", "C", "C", "C", "C", "N", "O", "O", "H", "H", "H", "H", "H", "C", "C", "C", "C", "C", "C", "N", "O", "O", "H", "H", "H", "H", "H", "C", "C", "C", "C", "C", "C", "N", "O", "O", "H", "H", "H", "H", "H"], "positions_angstrom": [[2.07858, -4.18303, -1.91201], [2.48553, -2.86296, -2.03290], [3.08170, -2.59081, -3.26179], [3.46985, -2.66562, -1.04248], [1.29396, -1.87263, -1.73324], [0.17726, -1.80578, -2.88690], [-0.66161, -3.03689, -2.74814], [-2.14866, -2.68431, -1.88956], [-3.41617, -4.09725, -2.36844], [1.77884, -0.85640, -1.53655], [0.75852, -2.19224, -0.78492], [0.60364, -1.77743, -3.93468], [-0.44356, -0.88290, -2.66681], [-2.61672, -1.40619, -2.31897], [-1.89462, -2.75259, -0.48156], [4.64056, -5.70616, 3.67756], [4.46382, -4.57924, 4.47378], [3.44450, -3.67904, 4.18887], [2.60531, -3.92090, 3.10584], [2.77990, -5.04120, 2.30024], [3.80360, -5.93504, 2.59051], [1.51460, -2.98944, 2.81503], [1.40039, -2.00500, 3.52852], [0.78482, -3.25324, 1.88092], [5.43417, -6.41002, 3.90602], [5.11975, -4.40431, 5.31902], [3.31579, -2.80477, 4.81517], [2.13168, -5.23054, 1.45236], [3.94718, -6.81280, 1.97117], [-2.29468, 5.18832, -2.13959], [-3.27205, 4.24380, -1.84192], [-2.91094, 2.92147, -1.60394], [-1.56801, 2.56149, -1.66297], [-0.58651, 3.49916, -1.96755], [-0.95548, 4.81687, -2.20675], [-1.18203, 1.17700, -1.38808], [-2.07625, 0.38030, -1.14002], [0.00387, 0.90728, -1.41464], [-2.57835, 6.22034, -2.31953], [-4.30781, 4.53933, -1.79352], [-3.67354, 2.19551, -1.37409], [0.45935, 3.22139, -2.01927], [-0.19871, 5.55674, -2.44218], [5.01415, -0.72510, 0.67389], [6.19821, -1.20195, 0.12196], [7.40249, -0.56927, 0.40526], [7.40883, 0.53920, 1.24767], [6.22717, 1.02681, 1.79781], [5.02711, 0.38946, 1.50670], [8.67777, 1.19355, 1.56890], [9.69186, 0.75227, 1.05516], [8.65163, 2.14138, 2.33558], [4.07787, -1.22455, 0.45492], [6.18151, -2.06971, -0.52735], [8.31851, -0.94934, -0.03015], [6.22585, 1.89177, 2.44993], [4.10077, 0.75858, 1.93179], [-9.99876, 3.44650, 0.77136], [-8.91789, 2.63005, 1.08678], [-7.76852, 2.66522, 0.30711], [-7.71208, 3.52633, -0.78430], [-8.79159, 4.34071, -1.11097], [-9.93814, 4.29722, -0.32762], [-6.49403, 3.58414, -1.59295], [-5.57520, 2.84262, -1.28785], [-6.46488, 4.37248, -2.52252], [-10.89269, 3.42045, 1.38560], [-8.97050, 1.96774, 1.94309], [-6.93259, 2.02486, 0.56185], [-8.75396, 5.00904, -1.96262], [-10.78431, 4.92934, -0.57100]], "forces_ev_per_angstrom": [[1.4, 1.9, -0.8], [-1.8, 0.8, 0.9], [-0.6, -1.1, 1.9], [-0.6, -0.7, -1.4], [0.5, 0.6, -0.5], [-0.5, -1.2, 1.1], [-2.2, 2.3, 1.2], [3.6, -2.3, -2.9], [-0.9, -0.2, 0.4], [-0.5, -1.3, -0.3], [0.8, 0.2, -1.2], [-0.1, 0.2, 1.2], [1.0, -0.7, -0.6], [0.2, -0.2, 0.7], [-0.4, 0.8, -0.2], [0.0, 0.0, 0.0], [-0.1, -0.1, -0.2], [0.0, 0.1, 0.1], [0.6, -0.5, 0.2], [-0.1, -0.1, -0.1], [0.0, 0.2, 0.2], [-0.4, 0.3, -0.3], [0.1, -0.2, -0.1], [0.2, 0.1, 0.2], [-0.1, 0.1, 0.0], [-0.1, 0.0, -0.1], [-0.2, 0.0, -0.2], [0.0, 0.2, 0.1], [-0.1, 0.1, 0.0], [0.0, -0.1, 0.0], [0.6, 0.1, 0.0], [0.3, 0.0, 0.0], [-0.3, 0.8, -0.3], [0.2, 0.0, 0.0], [-0.2, -0.1, 0.0], [-0.3, -0.3, 0.3], [0.6, 0.6, 0.1], [-0.1, 0.2, 0.2], [0.0, -0.1, 0.0], [0.2, 0.0, -0.1], [0.4, -0.1, 0.0], [-0.2, -0.2, 0.1], [0.0, -0.1, 0.0], [-0.1, 0.0, 0.1], [0.0, 0.2, 0.1], [0.0, -0.1, -0.1], [-0.6, -0.3, -0.2], [-0.1, 0.1, 0.1], [0.3, -0.1, -0.1], [0.2, 0.1, 0.0], [-0.2, 0.1, 0.1], [0.0, -0.2, -0.2], [0.1, 0.1, 0.0], [0.0, 0.1, 0.0], [0.0, 0.2, 0.1], [0.2, -0.1, -0.1], [0.1, 0.0, 0.0], [0.0, 0.0, 0.0], [-0.1, 0.2, -0.2], [0.1, -0.1, 0.1], [-0.7, 0.0, 0.5], [0.0, 0.1, -0.1], [0.2, -0.2, 0.1], [0.1, -0.2, -0.1], [-1.2, 0.2, 0.0], [0.0, -0.2, 0.2], [0.1, 0.0, -0.1], [0.1, 0.0, -0.1], [0.0, 0.1, -0.2], [0.2, -0.1, 0.1], [0.1, 0.0, 0.0]], "total_charge": -1, "homo_energy_ev": -3.1}

=====

No. 2
{"formula": "C27H26FeI2N5OS", "method": "ωB97M-V/def2-TZVPD", "symbols": ["Fe", "N", "C", "S", "N", "N", "C", "C", "C", "C", "C", "C", "C", "C", "C", "C", "C", "C", "N", "H", "H", "H", "H", "H", "H", "H", "H", "H", "H", "H", "I", "C", "I", "H", "H", "C", "O", "H", "H", "H", "C", "C", "C", "C", "C", "C", "N", "C", "C", "C", "C", "C", "C", "H", "H", "H", "H", "H", "H", "H", "H", "H", "H"], "positions_angstrom": [[0.23858, -1.83949, -0.95342], [1.55958, -3.61157, 2.79999], [1.64006, -2.83190, 1.70198], [2.01539, -3.55998, 0.19615], [1.46698, -1.52910, 1.89626], [1.48767, -0.87621, 0.74218], [1.77298, 0.36884, 0.64371], [1.93334, 1.29656, 1.79296], [0.84892, 1.51325, 2.64005], [0.94951, 2.41667, 3.68621], [2.13524, 3.10205, 3.90584], [3.22870, 2.86724, 3.08513], [3.13022, 1.96842, 2.03411], [2.06233, 0.76930, -0.74372], [2.49287, 2.05085, -1.09491], [2.93097, 2.28977, -2.38515], [2.92604, 1.25207, -3.30317], [2.41835, 0.03152, -2.89396], [1.98658, -0.21321, -1.66526], [1.86061, -4.56421, 2.73021], [1.51054, -3.16398, 3.70060], [-0.07764, 0.98361, 2.45979], [0.09680, 2.58648, 4.33174], [2.21252, 3.81491, 4.71674], [4.16156, 3.38719, 3.26325], [3.98613, 1.77951, 1.39805], [2.49488, 2.84070, -0.36010], [3.28002, 3.27477, -2.66719], [3.27230, 1.39075, -4.31787], [2.36303, -0.79239, -3.59923], [0.18327, -5.96361, -2.05600], [-0.14543, -4.70550, -3.72074], [0.39536, -2.59650, -3.58455], [-1.19562, -4.72561, -3.97898], [0.46897, -5.08178, -4.52760], [-2.39320, -3.52756, -0.11078], [-1.17517, -3.04348, -0.53737], [-2.31700, -3.97929, 0.89124], [-2.77639, -4.31025, -0.78398], [-3.15747, -2.73479, -0.06044], [-1.36548, 3.59441, -2.67293], [-1.16290, 2.40354, -3.36022], [-1.10373, 1.20297, -2.68209], [-1.25666, 1.15430, -1.28800], [-1.43652, 2.37537, -0.60247], [-1.49320, 3.57008, -1.28946], [-1.23471, -0.05286, -0.62510], [-2.10185, -0.19491, 0.42983], [-1.76391, -1.02416, 1.51650], [-2.63529, -1.18548, 2.57242], [-3.88011, -0.56407, 2.56927], [-4.24886, 0.22275, 1.48344], [-3.37463, 0.41924, 0.43505], [-1.41836, 4.53395, -3.20709], [-1.05011, 2.40977, -4.43701], [-0.98508, 0.27047, -3.21916], [-1.51061, 2.36104, 0.47755], [-1.64296, 4.49166, -0.74120], [-0.79997, -1.51393, 1.52079], [-2.34557, -1.80549, 3.41104], [-4.56166, -0.70632, 3.39729], [-5.22682, 0.68584, 1.45480], [-3.67338, 1.01780, -0.41506]], "forces_ev_per_angstrom": [[0.2, -0.5, 1.5], [-0.1, 0.2, 0.2], [0.2, -0.3, -0.6], [-0.2, -0.2, -0.2], [-0.2, 0.4, 0.9], [-0.4, -0.2, -0.5], [0.0, 0.0, 0.3], [0.1, 0.0, -0.1], [0.1, 0.1, -0.1], [-0.1, 0.0, 0.0], [0.1, 0.0, 0.0], [0.0, 0.0, 0.0], [-0.1, -0.1, 0.0], [0.0, 0.2, -0.4], [-0.1, -0.2, 0.1], [0.0, -0.1, 0.0], [0.0, 0.2, 0.0], [0.0, 0.1, -0.1], [-0.5, 0.2, -0.1], [0.0, -0.1, 0.0], [0.0, 0.0, 0.0], [0.0, -0.1, 0.0], [0.0, 0.0, 0.0], [0.0, 0.0, 0.0], [0.0, 0.0, 0.0], [0.0, 0.0, 0.0], [0.0, 0.0, 0.1], [0.0, 0.0, 0.0], [0.0, 0.0, 0.0], [0.1, 0.1, 0.1], [0.0, 0.3, -0.1], [0.1, 0.2, 0.1], [-0.3, -0.9, -0.4], [0.0, 0.1, 0.0], [0.0, 0.1, -0.1], [0.0, 0.1, -0.1], [0.7, 0.6, -0.4], [0.0, 0.0, 0.0], [0.0, 0.0, 0.0], [-0.1, -0.1, 0.0], [0.0, 0.0, 0.0], [0.0, 0.1, -0.1], [0.1, -0.3, 0.1], [-0.2, 0.6, -0.2], [0.0, -0.3, 0.1], [0.0, 0.1, 0.0], [0.4, -0.3, 0.0], [-0.2, 0.0, 0.2], [0.2, 0.0, -0.1], [0.0, 0.0, 0.1], [0.1, 0.0, -0.1], [-0.1, 0.1, 0.0], [0.0, 0.0, -0.1], [0.0, 0.0, 0.0], [0.0, 0.0, 0.0], [0.0, 0.0, 0.0], [0.0, 0.0, 0.0], [0.0, 0.0, 0.0], [-0.1, 0.0, 0.1], [0.0, 0.0, 0.0], [0.0, 0.0, 0.0], [0.0, 0.0, 0.0], [0.0, 0.0, 0.0]], "relative_energy_ev": 0.771, "s_squared": 8.806, "spin_multiplicity": 6, "total_charge": 0, "homo_energy_ev": [-7.1, -7.1]}